## a
Density functional theory data (ωB97M-V with the def2-TZVPD basis set) for a cluster of 13 separate species, C5H38NO14 in total.

Net charge   +1
HOMO level   -12.18 eV
E_LUMO   -2.548 eV
Orbital gap   9.63 eV

Geometry as XYZ:
```
58
C5H38NO14, DFT ωB97M-V with the def2-TZVPD basis set
C -3.16 0.49 -1.10
O -2.73 0.94 -2.32
C -2.08 -0.38 -0.41
C -2.42 -1.85 -0.15
C -1.47 -2.62 0.74
C -1.01 -1.77 1.91
O -0.29 -0.70 1.35
N -0.77 -0.35 -1.20
H -4.07 0.04 -1.25
H -3.47 1.39 -0.50
H -3.50 1.47 -2.69
H -1.79 0.10 0.61
H -2.72 -2.41 -1.10
H -3.45 -1.85 0.29
H -1.90 -3.48 1.29
H -0.63 -3.13 0.26
H -0.45 -2.24 2.68
H -1.79 -1.39 2.46
H 0.30 -0.16 2.02
H 0.02 -0.84 -0.79
H -0.43 0.54 -1.40
H -0.88 -1.01 -2.00
H -4.47 -1.39 2.01
H -4.54 0.12 2.34
O -4.31 -0.57 1.73
H 3.10 -2.45 1.36
H 2.37 -3.71 1.00
O 2.88 -3.07 0.77
H 1.64 1.43 -1.09
H 0.78 2.58 -1.12
O 0.68 1.72 -0.83
H -2.23 2.16 0.14
H -1.09 3.12 0.17
O -1.88 2.84 0.70
H 1.13 4.58 -1.50
H 2.50 3.86 -1.41
O 1.66 4.15 -0.83
H 2.14 -0.61 1.02
H 2.41 -0.28 2.64
O 2.21 -1.03 2.07
H 2.23 2.41 1.54
H 3.45 2.32 2.28
O 2.92 1.77 1.80
H 1.73 -3.13 -0.53
H 1.79 -2.27 -1.83
O 1.22 -2.68 -1.23
H 4.31 1.53 0.60
H 5.19 0.79 -0.16
O 4.81 1.69 -0.28
H 2.54 0.89 -3.23
H 3.56 1.57 -2.11
O 2.71 1.25 -2.45
H -1.75 -1.48 -3.86
H -1.26 -2.72 -3.29
O -0.89 -1.88 -3.45
H 0.01 2.30 3.39
H 0.63 1.85 2.01
O 0.52 1.57 2.93
```

Charges obtained by Mulliken population analysis, quoted in units of e:
1. C -1.668
2. O -0.586
3. C 0.417
4. C -0.920
5. C -0.569
6. C -0.946
7. O -0.151
8. N 0.248
9. H 0.604
10. H 0.592
11. H 0.386
12. H 0.840
13. H 0.329
14. H 0.376
15. H 0.482
16. H 0.099
17. H 0.650
18. H 0.362
19. H 0.110
20. H 0.004
21. H 0.620
22. H 0.318
23. H 0.241
24. H 0.262
25. O -0.535
26. H 0.329
27. H 0.249
28. O -0.638
29. H 0.237
30. H 0.208
31. O -0.502
32. H 0.159
33. H 0.270
34. O -0.681
35. H 0.310
36. H 0.357
37. O -0.672
38. H 0.361
39. H 0.277
40. O -0.711
41. H 0.273
42. H 0.252
43. O -0.534
44. H 0.298
45. H 0.244
46. O -0.500
47. H 0.331
48. H 0.383
49. O -0.637
50. H 0.196
51. H 0.291
52. O -0.526
53. H 0.349
54. H 0.317
55. O -0.720
56. H 0.293
57. H 0.153
58. O -0.581


## b
Density functional theory data (ωB97M-V with the def2-TZVPD basis set) for a cluster of 15 separate species, C5H38NO14 in total.

Net charge   +1
HOMO level   -12.52 eV
E_LUMO   -3.024 eV
Orbital gap   9.49 eV

Geometry as XYZ:
```
58
C5H38NO14, DFT ωB97M-V with the def2-TZVPD basis set
C -3.75 -1.03 -0.21
C -2.55 -0.09 -0.67
C -1.36 -0.94 -0.58
C -0.16 -0.69 -0.08
N 0.94 -1.54 -0.41
C 0.85 -2.79 -0.35
H -4.41 -0.40 0.37
H -3.23 -1.87 0.23
H -4.23 -1.60 -0.99
H -2.40 0.75 0.01
H -2.84 0.31 -1.63
H -1.33 -1.90 -1.09
H 0.08 0.16 0.55
H 1.76 -0.98 -0.81
H -0.09 -3.20 -0.04
H 1.52 -3.58 -0.62
H 1.49 -1.52 3.49
H 1.57 0.02 3.13
O 1.81 -0.66 3.76
H -1.94 1.92 2.97
H -1.29 2.83 1.97
O -1.11 2.03 2.50
H -2.73 -1.10 2.52
H -2.93 -2.39 3.30
O -2.61 -2.05 2.47
H 2.96 0.75 -0.55
H 3.20 -0.09 -1.81
O 2.49 0.37 -1.34
H -1.12 3.39 -0.08
H -2.34 4.18 0.03
O -1.64 3.86 0.60
H -3.18 -1.17 -3.97
H -2.34 0.04 -4.39
O -2.33 -0.73 -3.82
H 2.06 4.16 0.14
H 0.60 4.41 0.68
O 1.23 3.77 0.36
H -0.35 -1.85 -3.79
H 0.15 -2.82 -2.81
O 0.45 -2.06 -3.29
H 0.37 -4.22 2.43
H -0.66 -2.97 2.19
O 0.27 -3.26 2.28
H 2.83 -2.84 1.08
H 4.10 -2.43 0.39
O 3.18 -2.15 0.51
H 0.93 1.08 -2.54
H -0.17 0.66 -3.54
O 0.23 1.43 -3.12
H -0.86 2.64 -2.04
H -2.37 2.60 -2.48
O -1.78 2.78 -1.74
H 1.35 2.33 1.21
H 0.93 1.92 2.62
O 1.47 1.62 1.88
H 4.40 1.35 1.09
H 2.96 0.90 1.49
O 3.76 0.66 0.95
```

Charges obtained by Mulliken population analysis, quoted in units of e:
1. C -1.514
2. C 0.535
3. C -0.597
4. C -0.698
5. N 0.861
6. C -0.776
7. H 0.334
8. H 0.413
9. H 0.346
10. H 0.324
11. H 0.043
12. H 0.351
13. H 0.736
14. H 0.058
15. H 0.352
16. H 0.528
17. H 0.289
18. H 0.398
19. O -0.653
20. H 0.263
21. H 0.347
22. O -0.548
23. H 0.275
24. H 0.261
25. O -0.572
26. H 0.328
27. H 0.287
28. O -0.772
29. H 0.488
30. H 0.286
31. O -0.710
32. H 0.268
33. H 0.292
34. O -0.565
35. H 0.240
36. H 0.300
37. O -0.602
38. H 0.300
39. H 0.297
40. O -0.588
41. H 0.289
42. H 0.305
43. O -0.558
44. H 0.272
45. H 0.229
46. O -0.462
47. H 0.359
48. H 0.306
49. O -0.699
50. H 0.303
51. H 0.247
52. O -0.650
53. H 0.257
54. H 0.270
55. O -0.720
56. H 0.271
57. H 0.438
58. O -0.662


b takes first place; second place is 72.3 kcal/mol up.


## a
Density functional theory data (ωB97M-V with the def2-TZVPD basis set) for the molecule C4H6N4OS.

HOMO level   -8.41 eV
E_LUMO   -0.249 eV
SMILES string   N/N=C1\CC(=O)NC(=S)N1
Orbital gap   8.16 eV

Geometry as XYZ:
```
16
C4H6N4OS, DFT ωB97M-V with the def2-TZVPD basis set
N -2.32 1.42 0.60
N -1.17 1.28 -0.14
C -0.73 0.09 0.17
C -1.29 -1.05 0.99
C -0.24 -2.08 1.28
O -0.33 -2.82 2.22
N 0.96 -2.02 0.62
C 1.22 -1.24 -0.42
S 2.75 -1.15 -1.15
N 0.30 -0.22 -0.75
H -3.19 1.53 0.10
H -2.44 0.74 1.40
H -1.61 -0.78 2.09
H -2.27 -1.52 0.56
H 1.66 -2.81 0.67
H 0.53 0.52 -1.43
```

Charges obtained by Mulliken population analysis, quoted in units of e:
1. N -0.423
2. N -0.486
3. C 0.588
4. C -0.422
5. C 0.186
6. O -0.581
7. N -0.067
8. C 0.017
9. S -0.356
10. N -0.143
11. H 0.222
12. H 0.264
13. H 0.311
14. H 0.280
15. H 0.308
16. H 0.302


## b
Density functional theory data (ωB97M-V with the def2-TZVPD basis set) for the molecule C4H6N4OS.

HOMO level   -9.13 eV
E_LUMO   0.623 eV
SMILES string   NC(=O)N(S)n1cccn1
Orbital gap   9.76 eV

Geometry as XYZ:
```
16
C4H6N4OS, DFT ωB97M-V with the def2-TZVPD basis set
N -1.57 -0.99 1.71
C -1.54 0.36 1.72
O -2.09 1.19 2.37
N -0.42 1.00 0.43
S -0.08 2.66 0.59
N 0.39 0.26 -0.38
C 0.24 0.20 -1.74
C 1.15 -0.72 -2.21
C 1.83 -1.13 -1.04
N 1.33 -0.58 0.08
H -1.00 -1.56 1.09
H -2.38 -1.17 2.28
H 0.82 2.53 1.64
H -0.27 0.94 -2.37
H 1.22 -0.99 -3.30
H 2.39 -2.00 -0.87
```

Charges obtained by Mulliken population analysis, quoted in units of e:
1. N -0.340
2. C 0.593
3. O -0.453
4. N -0.663
5. S -0.173
6. N 0.933
7. C -0.132
8. C -0.432
9. C -0.285
10. N -0.789
11. H 0.260
12. H 0.275
13. H 0.129
14. H 0.334
15. H 0.310
16. H 0.435


a takes first place; second place is 33.8 kcal/mol up.


## a
Density functional theory data (ωB97M-V with the def2-TZVPD basis set) for a cluster of 2 separate species, C5H12NO2 in total.

Net charge   +1
HOMO level   -13.29 eV
E_LUMO   -4.073 eV
Orbital gap   9.22 eV

Geometry as XYZ:
```
20
C5H12NO2, DFT ωB97M-V with the def2-TZVPD basis set
C -2.50 0.19 0.67
C -0.99 0.36 0.68
C 1.76 0.72 1.19
C -0.18 -0.67 0.79
C 0.04 0.05 -1.92
N 1.23 -0.86 -1.62
O 0.19 1.24 -1.87
O 1.17 -0.64 0.89
H -2.92 0.28 -0.34
H -2.91 1.06 1.18
H -0.55 1.40 0.79
H 1.57 1.33 0.45
H 2.75 0.51 1.45
H 1.34 1.02 2.11
H -0.75 -1.58 0.67
H -0.90 -0.41 -2.05
H 0.92 -1.87 -1.29
H 2.01 -0.83 -2.27
H 1.53 -0.55 -0.64
H -2.80 -0.74 1.12
```

Charges obtained by Mulliken population analysis, quoted in units of e:
1. C -1.298
2. C -0.015
3. C -1.007
4. C -0.172
5. C 0.064
6. N -0.233
7. O -0.335
8. O -0.579
9. H 0.297
10. H 0.340
11. H 0.318
12. H 0.521
13. H 0.246
14. H 0.439
15. H 0.461
16. H 0.424
17. H 0.460
18. H 0.380
19. H 0.267
20. H 0.421


## b
Density functional theory data (ωB97M-V with the def2-TZVPD basis set) for the ion C5H12NO2 with charge +1.

Net charge   +1
HOMO level   -13.56 eV
E_LUMO   -3.428 eV
SMILES string   [NH3+][C@@H](CO)CCC=O
Orbital gap   10.13 eV

Geometry as XYZ:
```
20
C5H12NO2, DFT ωB97M-V with the def2-TZVPD basis set
N 1.02 0.42 -1.18
C -0.20 -0.07 -0.49
C -0.85 -1.10 -1.42
O -0.71 -0.53 -2.74
C 0.14 -0.60 0.91
C 0.72 0.48 1.84
C -0.35 1.43 2.40
O -1.50 1.16 2.19
H 0.83 0.14 -2.20
H 0.98 1.44 -1.31
H 1.91 0.00 -0.90
H -0.94 0.69 -0.18
H -1.94 -1.11 -1.32
H -0.65 -2.18 -1.35
H -1.37 -0.95 -3.32
H 0.86 -1.45 0.84
H -0.63 -1.12 1.43
H 1.13 -0.11 2.65
H 1.53 1.06 1.38
H 0.01 2.40 2.76
```

Charges obtained by Mulliken population analysis, quoted in units of e:
1. N -0.247
2. C 0.227
3. C -0.672
4. O -0.603
5. C -1.185
6. C -0.586
7. C 0.030
8. O -0.456
9. H 0.388
10. H 0.393
11. H 0.358
12. H 0.242
13. H 0.370
14. H 0.380
15. H 0.352
16. H 0.495
17. H 0.456
18. H 0.324
19. H 0.359
20. H 0.377


b takes first place; second place is 40.8 kcal/mol up.


## a
Density functional theory data (ωB97M-V with the def2-TZVPD basis set) for a structure of composition C4H9F.

HOMO level   -10.55 eV
E_LUMO   0.834 eV
Orbital gap   11.38 eV

Geometry as XYZ:
```
14
C4H9F, DFT ωB97M-V with the def2-TZVPD basis set
C -1.44 0.20 0.33
C -0.04 -0.10 -0.18
C 0.40 1.24 -0.72
C 0.64 -0.36 1.14
H -1.32 0.86 1.21
H -1.94 0.70 -0.58
H -2.09 -0.60 0.92
H -0.53 2.11 -1.30
H 1.07 1.96 0.31
H 1.32 1.00 -1.20
H 0.46 0.50 1.64
H 0.65 -1.35 1.39
H 1.90 -0.34 1.25
F 0.34 -1.18 -0.78
```

Charges obtained by Mulliken population analysis, quoted in units of e:
1. C -1.086
2. C 1.314
3. C -1.176
4. C -1.765
5. H 0.276
6. H 0.312
7. H 0.312
8. H 0.271
9. H 0.229
10. H 0.400
11. H 0.589
12. H 0.441
13. H 0.241
14. F -0.358


## b
Density functional theory data (ωB97M-V with the def2-TZVPD basis set) for the molecule C4H9F.

HOMO level   -10.92 eV
E_LUMO   0.993 eV
SMILES string   CC(C)(C)F
Orbital gap   11.91 eV

Geometry as XYZ:
```
14
C4H9F, DFT ωB97M-V with the def2-TZVPD basis set
C 0.24 -1.41 0.13
C -0.31 0.05 -0.03
C 0.01 0.63 -1.36
C 0.08 0.83 1.30
F -1.69 -0.12 0.08
H 1.29 -1.56 -0.20
H -0.40 -2.18 -0.52
H 0.17 -1.67 1.19
H -0.11 -0.16 -2.09
H 0.97 1.06 -1.36
H -0.75 1.35 -1.77
H -0.34 0.40 2.29
H 1.18 1.00 1.19
H -0.32 1.80 1.15
```

Charges obtained by Mulliken population analysis, quoted in units of e:
1. C -1.324
2. C 1.304
3. C -1.404
4. C -1.322
5. F -0.359
6. H 0.318
7. H 0.309
8. H 0.373
9. H 0.373
10. H 0.334
11. H 0.350
12. H 0.339
13. H 0.318
14. H 0.391


b takes first place; second place is 107.3 kcal/mol up.